i) The following is a DFT calculation (the ωB97M-V functional and the def2-TZVPD basis) of 2 unconnected molecules or ions with the total composition C3H7O3.

Output
* charge: -1
* highest occupied orbital energy: -0.15398 Eh
* gap between HOMO and LUMO: 8.27 eV

Each line ends with the Mulliken charge.
Geometry (Å):
C1 1.187 -1.378 -0.999  -0.965
C2 0.864 0.149 -1.199  0.580
O1 1.690 0.933 -0.683  -0.713
O2 -0.182 0.399 -1.837  -0.724
H1 0.367 -2.050 -1.291  0.310
H2 1.416 -1.638 0.039  0.226
H3 1.995 -1.840 -1.588  0.316
C3 -1.439 1.024 0.995  -0.483
O3 -1.059 0.433 2.259  -0.549
H4 -0.128 0.541 2.271  0.309
H5 -1.300 0.359 0.148  0.180
H6 -2.528 1.125 1.042  0.270
H7 -0.882 1.943 0.842  0.244

ii) The following is a DFT calculation (the ωB97M-V functional and the def2-TZVPD basis) of 2 unconnected molecules or ions with the total composition C3H7O3.

Output
* charge: -1
* highest occupied orbital energy: -0.15228 Eh
* gap between HOMO and LUMO: 8.43 eV

Each line ends with the Mulliken charge.
Geometry (Å):
O1 1.680 0.179 0.362  -0.691
C1 0.494 -0.166 0.265  0.411
O2 -0.406 -0.386 1.081  -0.687
C2 0.001 -0.133 -1.252  -0.363
C3 -1.371 -0.798 -1.464  -0.997
H1 0.701 -0.401 -2.039  0.332
H2 -0.157 0.948 -1.380  0.151
H3 -2.115 -0.559 -0.716  0.268
H4 -1.204 -1.880 -1.378  0.239
H5 -1.760 -0.602 -2.468  0.347
H6 0.720 1.234 2.607  0.354
H7 2.106 1.049 3.041  0.325
O3 1.310 1.515 3.339  -0.688

Most stable: ii)

i) The following is a DFT calculation (the ωB97M-V functional and the def2-TZVPD basis) of 2 unconnected molecules or ions with the total composition C3H7O3.

Output
* charge: -1
* highest occupied orbital energy: -0.15184 Eh
* gap between HOMO and LUMO: 8.25 eV

Each line ends with the Mulliken charge.
Geometry (Å):
O1 1.731 -0.140 2.118  -0.752
C1 0.782 0.151 1.372  0.649
O2 -0.036 1.066 1.573  -0.760
C2 0.607 -0.784 0.125  -0.685
C3 0.505 0.018 -1.198  -0.890
H1 1.442 -1.359 0.032  0.384
H2 -0.277 -1.374 0.223  0.311
H3 -0.381 0.561 -1.131  0.064
H4 1.434 0.474 -1.520  0.335
H5 0.456 -0.597 -2.012  0.411
H6 -1.572 0.437 0.682  0.335
H7 -2.245 1.116 -0.447  0.288
O3 -2.447 0.432 0.183  -0.690

ii) The following is a DFT calculation (the ωB97M-V functional and the def2-TZVPD basis) of 2 unconnected molecules or ions with the total composition C3H7O3.

Output
* charge: -1
* highest occupied orbital energy: -0.14386 Eh
* gap between HOMO and LUMO: 7.67 eV

Each line ends with the Mulliken charge.
Geometry (Å):
C1 -2.699 0.005 -0.355  -0.290
O1 -3.439 -1.206 -0.211  -0.538
H1 -3.070 -1.665 0.546  0.307
H2 -2.952 0.778 0.377  0.207
H3 -2.826 0.361 -1.373  0.208
H4 -1.623 -0.149 -0.210  0.087
C2 2.859 0.180 -0.590  -0.824
C3 1.569 0.353 0.252  0.574
O2 0.825 1.297 -0.111  -0.722
O3 1.410 -0.421 1.221  -0.728
H5 3.236 -0.844 -0.507  0.282
H6 3.589 0.818 -0.127  0.191
H7 2.669 0.375 -1.643  0.245

iii) The following is a DFT calculation (the ωB97M-V functional and the def2-TZVPD basis) of 2 unconnected molecules or ions with the total composition C3H7O3.

Output
* charge: -1
* highest occupied orbital energy: -0.16064 Eh
* gap between HOMO and LUMO: 8.43 eV

Each line ends with the Mulliken charge.
Geometry (Å):
O1 0.563 0.883 2.562  -0.726
C1 0.108 0.901 1.372  0.597
O2 -1.105 1.173 1.009  -0.748
C2 0.845 0.061 0.199  -0.605
C3 0.159 -1.292 -0.047  -0.996
H1 1.911 -0.042 0.548  0.263
H2 0.886 0.683 -0.672  0.445
H3 0.789 -2.088 -0.500  0.301
H4 -0.749 -1.345 -0.593  0.263
H5 0.100 -1.704 1.001  0.258
H6 -1.129 1.149 -0.916  0.335
H7 -1.159 0.332 -2.050  0.295
O3 -1.220 1.288 -1.913  -0.682

Most stable: i)

i) The following is a DFT calculation (the ωB97M-V functional and the def2-TZVPD basis) of 2 unconnected molecules or ions with the total composition C3H7O3.

Output
* charge: -1
* highest occupied orbital energy: -0.15837 Eh
* gap between HOMO and LUMO: 8.55 eV

Each line ends with the Mulliken charge.
Geometry (Å):
C1 2.033 -1.985 -0.048  -0.981
C2 1.194 -0.705 0.297  0.686
O1 0.019 -0.707 -0.169  -0.860
O2 1.760 0.174 0.968  -0.706
H1 3.080 -1.850 0.180  0.270
H2 1.766 -2.144 -1.098  0.267
H3 1.538 -2.871 0.360  0.244
C3 -2.090 1.936 -0.225  -0.565
O3 -1.409 1.303 0.824  -0.521
H4 -0.937 0.526 0.423  0.537
H5 -1.898 1.431 -1.178  0.242
H6 -3.190 1.884 -0.067  0.189
H7 -1.867 3.007 -0.267  0.198

ii) The following is a DFT calculation (the ωB97M-V functional and the def2-TZVPD basis) of 2 unconnected molecules or ions with the total composition C3H7O3.

Output
* charge: -1
* highest occupied orbital energy: -0.14560 Eh
* gap between HOMO and LUMO: 7.82 eV

Each line ends with the Mulliken charge.
Geometry (Å):
C1 -0.800 0.207 2.081  -0.774
C2 -1.507 -0.656 1.004  0.546
O1 -0.806 -1.563 0.482  -0.724
O2 -2.691 -0.384 0.700  -0.728
H1 -1.179 1.228 2.196  0.261
H2 0.256 0.177 1.895  0.221
H3 -0.912 -0.309 3.048  0.222
C3 1.210 0.462 -2.224  -0.461
O3 2.073 -0.117 -1.230  -0.543
H4 1.518 -0.664 -0.662  0.329
H5 0.228 0.578 -1.750  0.203
H6 0.963 -0.332 -2.941  0.215
H7 1.647 1.373 -2.599  0.233

Most stable: i)

i) The following is a DFT calculation (the ωB97M-V functional and the def2-TZVPD basis) of 2 unconnected molecules or ions with the total composition C3H7O3.

Output
* charge: -1
* highest occupied orbital energy: -0.13360 Eh
* gap between HOMO and LUMO: 7.19 eV

Each line ends with the Mulliken charge.
Geometry (Å):
C1 -2.013 1.219 0.794  -0.889
C2 -1.242 1.591 -0.502  0.430
O1 -1.560 2.549 -1.094  -0.646
O2 -0.180 0.927 -0.487  -0.658
H1 -2.475 0.342 0.741  0.322
H2 -2.565 2.163 1.227  0.199
H3 -1.140 1.007 1.361  0.250
C3 1.633 -1.427 -0.653  -0.305
O3 2.071 -2.498 0.186  -0.550
H4 2.619 -2.212 0.950  0.291
H5 0.465 -1.487 -0.470  0.172
H6 2.146 -1.584 -1.713  0.164
H7 2.241 -0.590 -0.340  0.220

ii) The following is a DFT calculation (the ωB97M-V functional and the def2-TZVPD basis) of 2 unconnected molecules or ions with the total composition C3H7O3.

Output
* charge: -1
* highest occupied orbital energy: -0.16024 Eh
* gap between HOMO and LUMO: 8.41 eV

Each line ends with the Mulliken charge.
Geometry (Å):
C1 1.370 -1.410 -1.131  -0.614
O1 0.042 -1.012 -1.422  -0.528
H1 -0.308 -0.943 -0.489  0.429
H2 1.436 -2.474 -0.845  0.238
H3 1.883 -0.694 -0.493  0.233
H4 1.927 -1.515 -2.083  0.235
C2 -0.812 1.635 0.514  -0.817
C3 -1.056 0.494 1.471  0.601
O2 -1.077 -0.667 0.947  -0.788
O3 -1.249 0.805 2.666  -0.731
H5 -1.181 1.395 -0.483  0.258
H6 0.271 1.819 0.473  0.169
H7 -1.247 2.567 0.875  0.316

iii) The following is a DFT calculation (the ωB97M-V functional and the def2-TZVPD basis) of 2 unconnected molecules or ions with the total composition C3H7O3.

Output
* charge: -1
* highest occupied orbital energy: -0.16200 Eh
* gap between HOMO and LUMO: 8.51 eV

Each line ends with the Mulliken charge.
Geometry (Å):
C1 -1.904 0.824 -0.756  -0.662
O1 -1.975 -0.380 0.000  -0.564
H1 -1.212 -0.264 0.647  0.489
H2 -2.893 1.286 -0.697  0.263
H3 -1.598 0.762 -1.791  0.227
H4 -1.309 1.578 -0.226  0.261
C2 1.713 -1.000 -0.056  -0.904
C3 1.385 0.131 0.990  0.581
O2 0.228 0.162 1.459  -0.776
O3 2.362 0.878 1.208  -0.712
H5 2.346 -1.779 0.384  0.343
H6 1.915 -0.410 -0.928  0.209
H7 0.939 -1.787 -0.234  0.245

Most stable: ii)